# 1
{"formula": "C47H60N3O5SSbSc", "method": "ωB97M-V/def2-TZVPD", "energy_ha": -3766.3457, "de_lowest_kcal_mol": 4.7, "gap_ev": 7.77, "charge": 1, "fmax_ha_per_bohr": 0.0821, "elements": ["Sb", "Sc", "S", "O", "O", "O", "O", "O", "N", "N", "N", "C", "C", "C", "C", "C", "C", "C", "C", "C", "C", "C", "C", "C", "C", "C", "C", "C", "C", "C", "C", "C", "C", "C", "C", "C", "C", "C", "C", "C", "C", "C", "C", "C", "C", "C", "C", "C", "C", "C", "C", "C", "C", "C", "C", "C", "C", "C", "H", "H", "H", "H", "H", "H", "H", "H", "H", "H", "H", "H", "H", "H", "H", "H", "H", "H", "H", "H", "H", "H", "H", "H", "H", "H", "H", "H", "H", "H", "H", "H", "H", "H", "H", "H", "H", "H", "H", "H", "H", "H", "H", "H", "H", "H", "H", "H", "H", "H", "H", "H", "H", "H", "H", "H", "H", "H", "H", "H"], "positions_angstrom": [[-0.488, 2.584, -2.372], [-0.499, 0.819, 0.220], [-2.013, -0.020, -1.519], [4.658, 1.123, 1.781], [0.424, -2.213, -2.039], [2.857, -3.166, 3.053], [-7.088, -4.527, -1.742], [-5.676, -5.667, -0.422], [2.478, -2.366, 0.620], [2.745, -0.152, 1.001], [0.627, -1.039, 0.429], [-3.148, -2.233, -0.292], [-0.441, -3.093, 1.354], [-0.801, 2.322, 2.490], [-2.329, 0.427, 2.355], [2.576, 1.265, 0.906], [-3.138, -1.420, -1.380], [-3.679, 3.176, 0.090], [2.838, -4.271, 3.940], [-5.900, -4.729, -1.097], [3.832, -2.517, 0.999], [-2.735, -0.986, 2.843], [-4.464, 0.528, 1.029], [4.856, -2.206, 0.143], [5.291, -3.175, 2.675], [3.677, 1.959, 1.395], [0.856, 4.716, -4.331], [0.278, -2.575, -3.421], [-1.287, -4.864, -0.058], [1.457, 1.890, 0.331], [5.904, 1.817, 1.978], [-1.432, 4.525, 1.484], [-0.858, -4.125, -1.213], [6.368, -2.956, 1.798], [-2.119, 2.831, -3.889], [-4.826, -2.819, -2.405], [1.453, 3.303, 0.365], [-2.784, 2.447, 1.004], [-0.162, -2.872, -1.095], [0.826, 1.075, -3.268], [0.562, 4.486, -2.844], [2.485, 4.003, 0.979], [3.998, -3.029, 2.278], [2.324, 1.434, -3.159], [-0.345, 0.143, 3.769], [-0.016, -2.329, 0.240], [-3.134, 1.063, 1.428], [0.332, 2.973, 3.232], [-1.628, 3.043, 1.560], [-1.055, -4.270, 1.223], [-1.191, 0.992, 2.855], [-3.985, -1.697, -2.440], [-4.020, -3.331, -0.180], [6.144, -2.531, 0.486], [-1.981, 2.261, -5.257], [1.910, -1.120, 0.656], [-4.934, -3.572, -1.238], [3.682, 3.395, 1.459], [-7.164, -3.574, -1.947], [-4.524, -0.551, 0.843], [-2.869, 2.450, -5.903], [-1.412, -4.719, 2.106], [-0.189, -2.790, 2.373], [0.632, 0.182, -2.714], [-0.051, 4.584, -4.956], [-1.076, 2.581, -5.872], [-1.795, 4.924, 2.415], [-2.753, -0.966, 3.947], [5.894, 2.507, 2.913], [5.570, -3.509, 3.653], [0.209, 0.796, 4.457], [6.961, -2.221, -0.109], [-4.626, 3.430, 0.556], [-3.985, -1.056, -3.318], [4.628, 3.940, 1.876], [-3.985, -4.026, 0.599], [4.532, -1.725, -0.829], [0.567, 1.051, -4.365], [-0.070, 3.184, 4.229], [1.656, 4.065, -4.782], [-0.933, -0.519, 4.401], [-1.997, -1.782, 2.516], [-0.773, -2.656, -3.618], [3.574, -0.373, 1.521], [-5.518, -2.960, -3.277], [1.223, 2.326, 3.307], [1.796, -4.319, 4.361], [2.413, 2.413, -3.575], [7.346, -3.127, 2.094], [-2.361, 3.927, -3.897], [-2.422, -2.206, 0.513], [-5.187, 0.575, 1.804], [-1.896, 1.185, -5.129], [1.304, 5.682, -4.390], [0.706, -1.765, -3.946], [0.890, -3.446, -3.535], [2.969, 0.669, -3.617], [-1.951, -5.770, -0.144], [-2.912, 2.320, -3.327], [3.502, -4.085, 4.755], [1.910, -3.154, 0.859], [-1.893, 5.091, 0.734], [-0.408, 4.737, 1.479], [2.693, 1.681, -2.140], [6.678, 1.038, 2.249], [3.122, -5.196, 3.410], [-1.037, -4.469, -2.209], [0.603, 3.899, -0.074], [1.423, 4.590, -2.164], [0.381, -0.393, 3.198], [-3.980, 2.426, -0.730], [-0.179, 5.228, -2.599], [-3.727, -1.241, 2.452], [2.503, 5.086, 1.104], [6.202, 2.353, 1.112], [0.567, 3.943, 2.880], [-3.206, 4.025, -0.468], [-4.858, 0.988, 0.137]]}


# 2
{"formula": "C47H62AuCl2N6O", "method": "ωB97M-V/def2-TZVPD", "energy_ha": -3288.0282, "gap_ev": 4.11, "charge": -1, "fmax_ha_per_bohr": 0.0164, "elements": ["Au", "Cl", "Cl", "O", "N", "N", "N", "N", "N", "N", "C", "C", "C", "C", "C", "C", "C", "C", "C", "C", "C", "C", "C", "C", "C", "C", "C", "C", "C", "C", "C", "C", "C", "C", "C", "C", "C", "C", "C", "C", "C", "C", "C", "C", "C", "C", "C", "C", "C", "C", "C", "C", "C", "C", "C", "C", "C", "H", "H", "H", "H", "H", "H", "H", "H", "H", "H", "H", "H", "H", "H", "H", "H", "H", "H", "H", "H", "H", "H", "H", "H", "H", "H", "H", "H", "H", "H", "H", "H", "H", "H", "H", "H", "H", "H", "H", "H", "H", "H", "H", "H", "H", "H", "H", "H", "H", "H", "H", "H", "H", "H", "H", "H", "H", "H", "H", "H", "H", "H"], "positions_angstrom": [[0.259, 0.320, 1.120], [1.292, 1.557, -6.130], [3.653, 0.012, 6.803], [1.407, -6.261, -2.488], [1.655, 1.010, 3.527], [0.777, -3.849, 0.145], [0.092, -3.982, 1.305], [-1.463, 1.662, 1.603], [0.961, 2.297, 0.120], [0.621, -1.843, 0.945], [-1.820, 0.249, 4.168], [1.111, -2.563, -0.038], [2.758, 4.144, -2.546], [3.302, 2.145, -0.696], [4.031, 3.609, -2.495], [0.705, 0.266, -5.126], [1.974, 2.705, -0.718], [0.236, -0.888, -5.733], [-1.513, -6.383, -3.158], [4.779, 1.701, 1.278], [2.727, 2.329, 5.742], [-2.965, 0.804, 3.343], [0.041, 3.238, 0.557], [4.271, 2.596, -1.579], [-4.237, 0.753, 3.890], [1.732, 3.709, -1.714], [2.278, 0.336, 4.490], [-0.030, 4.244, -3.469], [-3.881, 1.937, 1.392], [-1.973, -5.348, -0.933], [-2.735, 1.474, 2.100], [1.176, -5.023, -0.598], [1.565, 2.334, 3.648], [0.011, -2.753, 1.746], [2.078, 3.026, 4.735], [0.248, -0.660, -2.969], [0.224, 5.744, -1.506], [-1.505, 1.208, 5.320], [0.344, 4.288, -1.977], [3.752, 1.105, 0.310], [0.432, -4.125, -2.850], [-5.332, 1.313, 3.247], [-5.136, 1.868, 1.997], [-2.106, -1.156, 4.707], [0.710, 0.395, -3.746], [-0.213, -1.932, -4.944], [-1.087, 2.937, 1.242], [-0.634, -3.022, -2.723], [-3.902, 2.443, -0.055], [0.444, -5.357, -1.921], [-2.892, 1.790, -1.004], [-3.850, 3.979, -0.171], [2.827, 0.957, 5.597], [-0.204, -1.838, -3.556], [4.309, -0.147, -0.374], [-0.707, -7.459, -1.067], [-0.927, -6.103, -1.766], [0.388, 5.101, -4.006], [-2.888, 0.704, -0.880], [5.266, 2.162, -1.530], [2.891, 0.803, 0.890], [-0.876, -7.057, -3.740], [0.402, -4.499, -3.878], [-4.889, 2.145, -0.422], [-2.819, 4.333, -0.163], [-0.763, 6.145, -1.758], [-2.378, 1.334, 5.966], [1.969, 4.101, 4.799], [1.095, -6.526, -3.359], [1.068, 1.300, -3.271], [0.983, 6.359, -1.999], [-0.596, -7.331, 0.012], [-0.767, -2.706, -1.690], [-4.312, 4.305, -1.110], [-1.881, 2.155, -0.829], [-1.199, -1.585, 5.147], [2.545, 4.919, -3.277], [-1.689, 3.769, 1.608], [3.142, 2.831, 6.605], [0.171, -7.976, -1.449], [2.221, -4.911, -0.881], [0.229, -0.964, -6.812], [-5.994, 2.245, 1.446], [1.106, -5.868, 0.081], [-4.386, 4.448, 0.656], [-1.597, -3.384, -3.087], [-6.316, 1.294, 3.701], [5.065, 0.972, 2.042], [5.680, 2.019, 0.747], [-4.381, 0.296, 4.865], [-0.576, -2.837, -5.423], [4.445, -0.957, 0.352], [0.367, 5.839, -0.430], [-1.116, 4.276, -3.592], [-1.580, -8.094, -1.230], [5.274, 0.045, -0.851], [-1.227, 2.187, 4.925], [4.355, 2.574, 1.778], [1.417, -3.659, -2.738], [0.279, 4.293, 0.446], [-1.585, -5.073, 0.043], [-2.870, -1.143, 5.488], [2.344, -0.742, 4.373], [-2.825, -6.013, -0.770], [-2.481, -6.874, -3.046], [0.241, -0.542, -1.888], [-0.943, 0.195, 3.528], [-3.168, 2.020, -2.039], [-2.346, -4.452, -1.425], [1.050, 2.852, 2.844], [-2.458, -1.814, 3.908], [1.690, -2.189, -0.869], [-0.495, -2.488, 2.662], [0.348, 3.347, -3.952], [-1.670, -5.470, -3.736], [4.813, 3.961, -3.158], [-0.383, 3.685, -1.436], [-0.674, 0.835, 5.929], [3.614, -0.487, -1.147]]}